{
  "formula": "C2H2CuFNaO2",
  "method": "ωB97M-V/def2-TZVPD",
  "elements": ["H", "O", "C", "C", "O", "Na", "Cu", "F", "H"],
  "coordinates": [[-0.517, 1.425, -0.275], [1.721, -0.250, 0.804], [0.880, 0.600, 0.619], [-0.504, 0.304, 0.107], [-0.583, -0.811, -0.636], [1.263, -2.102, -0.477], [-2.324, -1.461, -1.771], [1.304, 1.889, 0.696], [-1.241, 0.405, 0.932]],
  "nbo_charge": [0.188, -0.637, 0.859, -0.182, -1.035, 0.984, 0.928, -0.308, 0.203],
  "total_energy_ha": -2130.2787,
  "charge": 1,
  "de_lowest_ev": 0.000,
  "homo_lumo_gap_ev": 7.930
}